C42H40BiCl2N6O2SSi as an isolated structure, computed with the ωB97M-V functional and the def2-TZVPD basis.

XYZ file:
```
95
Properties=species:S:1:pos:R:3:lowdin_charge:R:1
Bi 0.30 -0.25 -0.66 1.6187
N 1.51 -5.87 0.03 0.1272
C 0.52 -5.04 -0.33 -0.1698
N 0.62 -4.10 -1.21 0.1123
C 1.84 -3.91 -1.83 -0.3167
N 2.04 -2.91 -2.62 0.0663
N 1.02 -1.99 -2.62 -0.0891
C 0.66 -1.53 -3.75 -0.0799
C -0.47 -0.58 -3.81 -0.2565
C -0.99 -0.20 -5.04 -0.0009
C -2.16 0.55 -5.07 -0.0200
C -2.78 0.89 -3.88 -0.0069
C -2.18 0.51 -2.69 -0.0925
N -1.05 -0.19 -2.66 -0.0416
C 2.94 -4.84 -1.57 -0.0922
C 4.17 -4.77 -2.24 -0.0157
C 5.17 -5.66 -1.94 -0.0623
C 4.96 -6.65 -0.97 -0.0583
C 3.76 -6.74 -0.30 -0.0087
C 2.75 -5.83 -0.61 -0.1797
H 1.35 -6.58 0.74 0.1590
H -0.42 -5.17 0.19 0.1359
H 1.08 -1.90 -4.68 0.1330
H -0.49 -0.51 -5.95 0.1221
H -2.58 0.86 -6.02 0.1212
H -3.70 1.45 -3.86 0.1180
H -2.59 0.79 -1.73 0.0682
H 4.30 -4.00 -2.99 0.1102
H 6.12 -5.61 -2.46 0.1092
H 5.75 -7.35 -0.74 0.1129
H 3.59 -7.50 0.45 0.1180
Cl 1.88 -2.19 1.21 0.6908
C 0.63 -2.16 2.43 -0.6461
C 1.06 -2.28 3.74 -0.1066
C 0.12 -2.29 4.76 -0.0701
C -1.23 -2.18 4.45 -0.1116
C -1.63 -2.05 3.13 -0.6876
Cl -3.32 -1.91 2.82 0.7006
C -0.71 -2.02 2.07 -0.6912
S -1.31 -1.91 0.41 0.5255
H 2.11 -2.36 3.96 0.1075
H 0.43 -2.39 5.79 0.1141
H -1.98 -2.19 5.22 0.1113
O 1.90 1.10 1.30 -0.1890
C 3.07 1.85 0.96 -0.1800
C 4.08 0.99 0.26 -0.2729
C 5.43 1.20 0.52 -0.0160
C 6.37 0.46 -0.17 -0.0514
C 5.93 -0.48 -1.09 -0.0553
C 4.57 -0.63 -1.28 -0.1310
N 3.65 0.09 -0.62 0.0781
H 1.26 1.71 1.71 0.0655
H 3.52 2.24 1.87 0.1276
H 2.81 2.70 0.32 0.1225
H 5.74 1.93 1.25 0.1175
H 7.43 0.60 0.01 0.1140
H 6.63 -1.09 -1.65 0.1066
H 4.19 -1.36 -1.98 0.0865
C 0.14 4.21 0.49 -0.0921
C -1.24 4.12 -0.18 -0.5927
C -1.05 4.06 -1.70 -0.0848
C -2.02 5.38 0.20 -0.0764
Si -2.00 2.48 0.41 0.4860
O -0.97 1.29 -0.01 -0.5867
C -3.70 2.12 -0.32 -0.2385
C -4.22 0.85 -0.08 -0.1134
C -5.48 0.48 -0.53 -0.0677
C -6.25 1.40 -1.23 -0.0797
C -5.75 2.67 -1.48 -0.0808
C -4.49 3.03 -1.03 -0.0861
C -2.17 2.46 2.28 -0.2073
C -1.38 1.62 3.06 -0.0948
C -1.47 1.63 4.45 -0.0802
C -2.37 2.48 5.08 -0.0798
C -3.18 3.30 4.31 -0.0740
C -3.08 3.29 2.93 -0.0871
H 0.70 5.06 0.08 0.0935
H 0.72 3.31 0.30 0.0391
H 0.06 4.35 1.57 0.0912
H -0.59 4.99 -2.06 0.0889
H -2.00 3.93 -2.23 0.0686
H -0.39 3.24 -1.99 0.0705
H -1.42 6.26 -0.03 0.0882
H -2.26 5.41 1.26 0.0711
H -2.95 5.48 -0.36 0.0664
H -3.62 0.12 0.47 0.0669
H -5.86 -0.51 -0.33 0.1077
H -7.24 1.12 -1.58 0.1054
H -6.35 3.39 -2.03 0.1053
H -4.12 4.02 -1.25 0.0815
H -0.71 0.92 2.58 0.0777
H -0.85 0.96 5.04 0.0989
H -2.45 2.49 6.16 0.1047
H -3.90 3.96 4.80 0.1061
H -3.75 3.93 2.35 0.1034
```

The calculation puts the LUMO energy at -3.096 eV. For the molar mass, the calculation gives 1000.9 g mol⁻¹. The HOMO-LUMO gap comes out at 7.3891 eV. The value obtained for the energy above the lowest of the compared OMol25 structures with the same formula, charge and spin is 8.04 kcal per mole. The total charge is +1. The calculation puts the HOMO energy at -10.5 eV.